Entry 1:
Formula: C4H12
Source: the OMol25 dataset
Level of theory: the ωB97M-V functional and the def2-TZVPD basis

Properties
HOMO-LUMO gap (alpha / beta) = 0.430 / 0.140 Ha
charge = +1
multiplicity = 2
⟨S²⟩ = 0.75
relative energy (zero: lowest compared OMol25 entry of this formula, charge and spin) = 24.8 kcal/mol
HOMO energy (alpha / beta) = -15.209 / -15.205 eV

```
16
Properties=species:S:1:pos:R:3:forces:R:3:mulliken_spin:R:1
C -0.1192 -0.8335 2.0394 -2.2 0.2 2.0 0.280
C 0.2507 0.5857 2.1330 1.0 -0.9 0.0 0.164
H -0.9315 -0.9332 1.2307 0.3 0.5 -1.2 0.218
H 0.3853 -1.7284 1.6190 0.3 0.3 -0.3 0.100
H -0.7639 -1.1193 2.8793 1.0 -0.4 0.5 -0.002
H 1.2370 0.5523 1.6251 0.2 0.4 -0.9 0.113
H 0.4019 0.9633 3.1417 -0.8 -0.2 0.4 0.026
H -0.2884 1.3764 1.5860 0.2 0.2 -0.5 0.094
C 0.7195 0.2283 -1.8995 -1.6 -1.3 -0.5 0.002
C -0.7968 0.0833 -2.1846 0.1 1.0 0.3 0.001
H 1.1262 1.0445 -2.5000 0.3 -0.1 0.6 0.000
H 0.8271 0.2674 -0.8037 0.5 0.5 -0.4 0.001
H 1.0812 -0.7533 -2.2279 0.8 0.5 0.0 0.001
H -1.3754 0.8832 -1.6532 0.1 -1.0 -0.5 0.000
H -1.1090 -0.9284 -1.9899 -0.4 -0.3 1.0 0.001
H -1.0386 0.1007 -3.2358 0.2 0.7 -0.5 0.000
```
Forces are in eV/Å.



Entry 2:
Formula: C4H12
Source: the OMol25 dataset
Level of theory: the ωB97M-V functional and the def2-TZVPD basis

Properties
HOMO-LUMO gap (alpha / beta) = 0.459 / 0.137 Ha
charge = +1
multiplicity = 2
⟨S²⟩ = 0.75
relative energy (zero: lowest compared OMol25 entry of this formula, charge and spin) = 39.2 kcal/mol
HOMO energy (alpha / beta) = -15.606 / -15.387 eV

```
16
Properties=species:S:1:pos:R:3:forces:R:3:mulliken_spin:R:1
C -0.0935 0.9382 -2.6657 1.1 2.8 -0.8 0.053
C -0.5066 0.1621 -1.5085 1.4 -2.7 -1.7 0.054
H 0.5017 0.5395 -3.4486 0.3 -1.3 -0.5 0.002
H -1.0101 1.2947 -3.1390 -0.4 0.1 -0.3 0.057
H 0.4529 1.8839 -2.4957 -0.4 -0.2 0.6 0.005
H -0.5421 -0.8794 -1.7843 0.3 -0.8 -0.5 0.010
H -1.4956 0.2456 -1.3206 -3.2 1.1 1.6 0.023
H 0.1172 0.1650 -0.6608 0.9 0.8 1.8 0.021
C 0.5675 0.2595 2.4845 -0.5 -1.8 -4.0 0.137
C 0.0262 -1.1796 1.8937 1.5 0.1 2.4 0.276
H -0.3711 0.7694 2.6049 0.1 0.8 0.3 0.001
H 1.1258 -0.0748 3.3751 0.2 -0.1 -0.1 0.088
H 1.2489 0.7068 1.6441 -1.0 -0.2 2.2 0.027
H -0.9955 -1.4477 1.9468 -1.1 0.4 0.4 -0.007
H 0.5912 -2.0925 2.2387 -0.2 0.3 -0.4 0.068
H 0.3832 -1.2907 0.8356 1.0 0.7 -0.9 0.186
```
Forces are in eV/Å.



Entry 3:
Formula: C4H12
Source: the OMol25 dataset
Level of theory: the ωB97M-V functional and the def2-TZVPD basis

Properties
HOMO-LUMO gap (alpha / beta) = 0.519 / 0.109 Ha
charge = +1
multiplicity = 2
⟨S²⟩ = 0.75
relative energy (zero: lowest compared OMol25 entry of this formula, charge and spin) = 25.6 kcal/mol
HOMO energy (alpha / beta) = -16.923 / -15.048 eV

```
16
Properties=species:S:1:pos:R:3:forces:R:3:mulliken_spin:R:1
C -1.3758 -0.1546 -1.2476 -2.7 -0.5 0.6 0.093
C -2.3625 -0.8618 -2.1601 1.6 0.7 -0.4 0.122
H -1.8720 0.6776 -0.7352 0.3 -0.2 0.0 -0.005
H -0.9959 -0.8796 -0.5048 0.7 0.3 0.1 0.070
H -0.5409 0.1889 -1.8547 1.1 -0.1 -0.5 0.125
H -3.2081 -1.1567 -1.5026 -0.5 0.3 0.0 0.115
H -2.7960 -0.1698 -2.9504 -0.1 -0.9 0.5 0.071
H -1.8868 -1.7540 -2.5880 -0.3 0.4 -0.3 -0.001
C 1.1711 0.4138 1.3192 3.5 -2.5 2.5 0.057
C 2.5505 0.6583 2.0503 -3.0 0.1 -1.2 0.071
H 0.7042 1.2868 1.1394 -2.0 3.1 -0.1 0.020
H 1.3571 -0.1032 0.4031 0.1 -0.9 -0.7 0.029
H 0.5075 -0.2775 1.9872 0.5 0.8 -1.0 0.106
H 3.0511 -0.2477 2.1728 0.8 -1.9 0.3 0.026
H 2.3992 1.1635 2.9824 -0.1 0.6 0.5 0.026
H 3.2972 1.2160 1.4891 0.2 0.7 -0.4 0.075
```
Forces are in eV/Å.



Entry 4:
Formula: C4H12AgCl2O4
Source: the OMol25 dataset
Level of theory: the ωB97M-V functional and the def2-TZVPD basis

Properties
HOMO-LUMO gap (alpha / beta) = 0.332 / 0.230 Ha
multiplicity = 2
⟨S²⟩ = 0.76
relative energy (zero: lowest compared OMol25 entry of this formula, charge and spin) = 0.5 kcal/mol
HOMO energy (alpha / beta) = -8.899 / -8.665 eV

```
23
Properties=species:S:1:pos:R:3:forces:R:3:mulliken_spin:R:1
Ag -0.9727 -0.1360 -0.9074 -2.1 0.5 -1.4 0.311
Cl -2.6544 -1.8421 -1.7345 0.7 0.7 0.3 0.342
Cl -2.0096 1.9887 -2.1072 0.5 -0.9 0.5 0.311
C -1.6523 -0.3355 2.1907 -1.2 0.2 0.1 -0.001
C -0.3116 -0.9802 1.9601 0.0 0.1 0.1 0.001
O -0.2357 -1.6172 0.6694 0.2 -0.1 1.1 0.012
O -2.0283 0.5459 1.1360 0.7 0.0 0.4 -0.002
H -1.6615 0.1952 3.1483 0.4 0.0 0.0 0.000
H -2.4235 -1.1115 2.2809 0.2 -0.1 -0.1 0.000
H -0.2393 -1.7080 2.7720 0.3 -0.1 -0.1 0.002
H 0.5157 -0.2732 2.0298 -0.1 0.1 0.0 0.000
H 0.0626 -2.5208 0.8053 -0.2 -0.1 -0.4 0.002
H -2.7559 1.1226 1.3798 -0.1 -0.1 0.0 0.001
C 2.0048 -0.0294 -1.5997 -0.5 0.0 0.4 0.001
C 1.7854 1.3441 -1.0039 0.7 0.8 -0.5 -0.001
O 0.6416 1.4235 -0.1473 0.8 -0.3 -0.1 0.022
O 0.8393 -0.4632 -2.3307 1.7 0.1 -0.3 -0.001
H 2.2119 -0.7522 -0.8026 0.0 0.0 0.0 0.000
H 2.8796 0.0073 -2.2489 0.0 0.1 0.0 0.000
H 1.7081 2.1049 -1.7896 -0.4 -0.3 -0.2 -0.001
H 2.7058 1.6469 -0.4853 -0.1 -0.3 0.3 0.002
H 0.3894 2.3550 -0.1451 -0.5 -0.2 0.0 0.000
H 1.2005 -0.9648 -3.0702 -0.6 -0.1 -0.1 0.000
```
Forces are in eV/Å.



Entry 5:
Formula: C4H12BN
Source: the OMol25 dataset
Level of theory: the ωB97M-V functional and the def2-TZVPD basis

Properties
HOMO-LUMO gap = 0.338 Ha
relative energy (zero: lowest compared OMol25 entry of this formula, charge and spin) = 100.2 kcal/mol
HOMO energy = -8.453 eV

```
18
Properties=species:S:1:pos:R:3:forces:R:3:nbo_charge:R:1
B 0.6102 1.6978 1.4865 0.7 1.8 -1.7 0.149
C -1.3591 -0.6165 -1.2089 0.9 0.5 5.9 -0.651
C 0.5652 -1.2792 0.6904 -1.3 0.2 0.6 -0.622
C -0.1636 1.0468 0.3707 1.5 0.3 1.0 -0.554
C 0.1266 -0.2260 -0.3031 -4.2 -2.8 -2.5 0.142
N 1.0486 -0.2072 -1.3437 2.5 2.8 -3.4 -0.837
H 0.2751 2.8134 1.3987 -0.3 0.8 1.1 -0.033
H 1.3944 1.3707 2.2726 0.5 -0.8 0.3 -0.029
H -1.4419 -1.6827 -1.1601 -0.4 -0.5 -0.5 0.205
H -2.1063 -0.1240 -0.5537 -0.2 -1.0 0.0 0.188
H -1.5797 -0.1099 -2.0809 0.7 0.7 -2.4 0.202
H 1.6015 -1.2643 0.8202 1.9 0.0 -0.5 0.231
H 0.2529 -2.3036 0.5257 -0.3 0.0 -0.2 0.220
H 0.2774 -0.9335 1.6672 -0.7 -0.5 0.6 0.201
H -0.9515 1.6702 -0.0038 -0.1 0.2 -0.5 0.233
H -0.4543 0.8238 1.4836 -1.5 -0.6 -0.1 0.241
H 1.2020 -1.0234 -1.9033 0.0 -1.4 0.9 0.367
H 0.7026 0.3476 -2.1581 0.3 0.3 1.3 0.348
```
Forces are in eV/Å.



Entry 6:
Formula: C4H12BNO3
Source: the OMol25 dataset
Level of theory: the ωB97M-V functional and the def2-TZVPD basis

Properties
HOMO-LUMO gap = 0.354 Ha
structure (SMILES) = COC[C@@H](OC)B(N)O
HOMO energy = -9.208 eV

```
21
Properties=species:S:1:pos:R:3:forces:R:3:nbo_charge:R:1
C -1.3118 -1.2829 -2.0518 -0.1 0.2 0.0 -0.251
O -1.1342 -1.6275 -0.6922 0.0 -0.2 -0.1 -0.544
C 0.1075 -1.2523 -0.1331 -0.1 0.0 0.2 -0.072
C 0.1396 0.1832 0.4212 -0.2 0.0 0.1 -0.296
O 0.4187 0.1830 1.8145 0.1 0.0 0.1 -0.527
C -0.7055 -0.1144 2.6097 0.0 -0.1 0.0 -0.250
B 1.0911 1.2211 -0.3119 -0.1 0.0 0.1 1.101
N 1.4139 2.5023 0.2985 0.1 0.0 -0.7 -1.111
O 1.5513 0.9326 -1.5882 0.8 0.2 0.3 -0.921
H -1.9065 -0.3685 -2.1506 0.1 0.0 0.0 0.169
H -1.8502 -2.0910 -2.5467 0.0 0.0 0.0 0.187
H -0.3545 -1.1232 -2.5546 0.0 -0.1 0.0 0.171
H 0.9027 -1.4327 -0.8641 0.0 0.0 0.0 0.151
H 0.2796 -1.9227 0.7110 0.0 0.0 0.0 0.201
H -0.8842 0.5711 0.2613 0.0 0.1 0.0 0.204
H -0.3566 -0.2849 3.6269 0.0 0.0 0.0 0.191
H -1.4095 0.7258 2.6144 0.0 0.0 0.0 0.166
H -1.2251 -1.0141 2.2612 0.0 0.0 0.0 0.168
H 0.7707 3.2181 -0.0367 -0.1 0.0 0.5 0.392
H 2.3186 2.7985 -0.0627 -0.1 0.1 -0.1 0.376
H 2.1444 0.1786 -1.6260 -0.3 -0.4 -0.3 0.498
```
Forces are in eV/Å.



Number 1: electronic energy -4330.1584 eV. Number 2: electronic energy -4329.5342 eV. Number 3: electronic energy -4330.1203 eV. Number 4: electronic energy -41575.0474 eV. Number 5: electronic energy -6505.6095 eV. Number 6: electronic energy -12651.9042 eV.